[1]
C37H36Br3N6O6PTi as an isolated structure in a non-equilibrium geometry, computed with ωB97M-V/def2-TZVPD.

Cartesian coordinates (Å):
Ti  0.08463  -0.60004  0.64298
O  -0.43533  -1.69790  2.38831
C  -0.15142  -2.85920  2.71123
C  0.67579  -3.77114  1.99638
C  0.99967  -4.98917  2.60300
C  1.82551  -5.86906  1.96114
C  2.33855  -5.56636  0.68423
C  2.01782  -4.39622  0.06551
C  1.16800  -3.43925  0.68978
O  0.85772  -2.35689  0.10689
N  2.17659  -7.12589  2.60178
O  2.91406  -7.88263  1.99899
O  1.71313  -7.35091  3.70568
H  -0.57637  -3.23970  3.65086
H  0.61036  -5.23383  3.58332
H  2.98726  -6.29072  0.21147
H  2.38947  -4.15310  -0.92128
Br  2.53644  5.24052  4.65801
C  1.45297  3.99416  3.72335
C  0.30983  3.49816  4.32142
C  -0.45971  2.55803  3.64680
C  -0.09279  2.10883  2.37612
C  1.05207  2.65284  1.78291
C  1.82556  3.58239  2.44974
N  -0.78564  1.09711  1.70473
C  -2.11947  1.06818  1.76290
C  -2.81417  0.10173  1.01498
C  -4.22186  -0.03400  1.05378
C  -4.82615  -1.02685  0.33791
C  -4.03334  -1.90559  -0.42919
C  -2.67154  -1.72290  -0.43951
N  -2.05500  -0.74549  0.24557
H  0.02795  3.82867  5.31213
H  -1.33247  2.13914  4.13301
H  1.30831  2.32578  0.78336
H  2.71472  3.98862  1.98676
H  -2.67562  1.79011  2.35336
H  -4.79529  0.65123  1.66507
H  -5.90196  -1.14479  0.36564
H  -4.47722  -2.71620  -0.98950
H  -2.02825  -2.35473  -1.03784
C  -1.85446  4.42295  0.11764
C  -1.17506  3.94155  -1.13283
C  -1.18672  4.71772  -2.31608
C  -0.54861  4.25730  -3.42649
C  0.12045  3.01427  -3.38596
C  0.80684  2.43060  -4.47759
Br  0.87813  3.32076  -6.15513
C  1.42886  1.22597  -4.35214
C  1.39156  0.53728  -3.13042
Br  2.26161  -1.13532  -3.00999
C  0.74016  1.03011  -2.01707
O  0.72824  0.41959  -0.86554
C  0.08114  2.30679  -2.15943
N  -0.56400  2.78493  -1.06839
H  -2.42942  5.33067  -0.05985
H  -1.11045  4.61853  0.89303
H  -2.51656  3.64413  0.49616
H  -1.69971  5.67064  -2.33032
H  -0.54186  4.83409  -4.34153
H  1.96213  0.79512  -5.18823
C  3.15962  0.86091  5.07918
C  3.04543  0.40473  3.66508
C  3.97317  0.31150  2.64816
C  3.26457  -0.13350  1.52025
N  1.98300  -0.31500  1.82990
N  1.88249  -0.01051  3.14238
C  3.79019  -0.38711  0.14960
H  4.16958  1.21245  5.27446
H  2.93611  0.05076  5.77455
H  2.46705  1.68255  5.27223
H  5.02310  0.54294  2.70633
H  0.97202  0.04297  3.57102
H  4.85493  -0.16564  0.11075
H  3.26700  0.22566  -0.58290
H  3.63658  -1.42753  -0.13921
C  -2.66523  0.52905  -3.86255
P  -1.97627  -1.11779  -4.09715
C  -1.16061  -1.07242  -5.70324
C  -3.41355  -2.18478  -4.33431
O  -1.08463  -1.55444  -2.98981
H  -3.40183  0.76717  -4.63108
H  -1.85524  1.25812  -3.89797
H  -3.13011  0.57092  -2.87565
H  -1.83094  -0.72031  -6.48796
H  -0.80199  -2.07353  -5.94348
H  -0.30340  -0.40216  -5.63063
H  -3.99599  -1.86723  -5.20006
H  -4.03658  -2.13811  -3.44069
H  -3.07359  -3.21034  -4.47886

Computed properties:
E_HOMO (alpha / beta): -5.954 / -7.694 eV
E: -11124.55098 hartree
frontier orbital gap (alpha / beta): 5.4 / 7.1 eV
spin multiplicity: 3


[2]
C37H36CaCl3N2O6S2 as an isolated structure in a non-equilibrium geometry, computed with ωB97M-V/def2-TZVPD.

Cartesian coordinates (Å):
Ca  0.01670  -1.10134  0.90345
O  0.93135  1.03003  0.73153
S  1.49003  2.20089  1.45663
C  0.40437  2.51044  2.93402
C  -0.84959  1.65103  2.89111
C  -1.98314  2.31977  2.11345
C  -3.20566  1.42677  1.96821
S  -3.07366  0.40833  0.40483
O  -1.69071  0.58333  -0.11268
C  -3.99667  1.67490  -0.54867
C  -3.30558  2.52086  -1.39899
C  -3.98140  3.51510  -2.09341
C  -5.35362  3.65186  -1.94474
C  -6.05057  2.78336  -1.11362
C  -5.37418  1.79233  -0.41954
C  0.87224  3.60444  0.46717
C  1.25386  4.89482  0.80773
C  0.81202  5.96597  0.04694
C  0.00128  5.74467  -1.05947
C  -0.35490  4.44964  -1.40991
C  0.08901  3.37638  -0.65067
H  0.18906  3.57788  2.97135
H  1.04404  2.22089  3.76236
H  -1.18249  1.42874  3.90713
H  -0.61545  0.69052  2.42123
H  -1.62734  2.57481  1.11269
H  -2.26195  3.25461  2.60841
H  -4.12789  1.99684  1.89458
H  -3.28151  0.69998  2.77600
H  -2.23606  2.38581  -1.49900
H  -3.43697  4.18232  -2.75046
H  -5.88413  4.42878  -2.48127
H  -7.12414  2.88077  -1.01008
H  -5.91889  1.11067  0.22563
H  1.89589  5.05687  1.66780
H  1.10250  6.97473  0.31325
H  -0.34039  6.58259  -1.65416
H  -0.97939  4.27904  -2.27844
H  -0.16408  2.34945  -0.89435
O  2.59476  0.41105  3.25148
C  2.23935  -0.61136  2.63700
O  1.14838  -1.21638  2.71459
C  3.34467  -1.12841  1.71507
C  4.53613  -1.66125  2.27172
C  5.58487  -1.93259  1.44946
C  5.48349  -1.64463  0.06737
C  6.53862  -1.82711  -0.85240
C  6.37797  -1.49261  -2.16864
C  5.15477  -0.96270  -2.62533
C  4.11136  -0.78847  -1.75936
C  4.24689  -1.13092  -0.39452
N  3.19609  -0.90994  0.43521
H  4.58568  -1.85086  3.33536
H  6.50655  -2.35358  1.83606
H  7.48289  -2.22577  -0.49827
H  7.19229  -1.63163  -2.86900
H  5.04646  -0.69289  -3.66839
H  3.16607  -0.36403  -2.07348
C  -0.44703  -0.21939  -2.84539
N  -0.58824  -1.41454  -2.03977
C  -1.88138  -2.03793  -2.26335
C  0.49659  -2.35420  -2.30997
C  0.51103  -3.51670  -1.34231
C  0.57112  -4.80970  -1.85358
C  0.65589  -5.90049  -0.99761
C  0.68526  -5.67214  0.36821
C  0.60125  -4.36942  0.85600
C  0.49517  -3.23485  0.03675
H  -0.44053  -0.44383  -3.92777
H  0.48781  0.28628  -2.59142
H  -1.27851  0.45435  -2.63704
H  -2.01320  -2.33509  -3.31990
H  -2.67428  -1.33833  -1.99406
H  -1.98208  -2.91966  -1.63394
H  1.43768  -1.80465  -2.20017
H  0.43830  -2.72643  -3.35119
H  0.55462  -4.97154  -2.92927
H  0.69408  -6.90849  -1.39599
H  0.75537  -6.51190  1.05400
H  0.62794  -4.24160  1.93535
Cl  -4.00209  -3.01265  3.86442
C  -2.52826  -3.35983  2.91532
Cl  -2.61696  -5.00461  2.29766
Cl  -1.13417  -3.17767  3.96824
C  -2.53940  -2.29861  1.72885
O  -3.17349  -2.61398  0.73655
O  -1.95182  -1.20727  2.00142

Computed properties:
E_HOMO: -4.421 eV
E: -4847.21530 hartree
frontier orbital gap: 6.6 eV
net charge: -1


[3]
C37H36CaCl3N2O6S2 as an isolated structure in a non-equilibrium geometry, computed with ωB97M-V/def2-TZVPD.

Cartesian coordinates (Å):
Ca  1.05787  0.53126  0.48154
O  0.53430  -1.92797  -0.90333
S  -0.08917  -3.20936  -1.36601
C  0.02188  -3.17779  -3.19147
C  0.13404  -1.74112  -3.70633
C  1.57992  -1.28699  -3.90130
C  1.68357  0.18414  -4.29629
S  1.89763  1.28520  -2.86192
O  1.23019  0.54883  -1.71384
C  3.64788  0.98805  -2.66574
C  4.08472  0.06975  -1.72766
C  5.45101  -0.13130  -1.57274
C  6.35525  0.58746  -2.34079
C  5.89990  1.52513  -3.26415
C  4.53991  1.73776  -3.42087
C  -1.86261  -2.98223  -1.27472
C  -2.38262  -1.70151  -1.18814
C  -3.76401  -1.53448  -1.20398
C  -4.60055  -2.64156  -1.26664
C  -4.06225  -3.92516  -1.31731
C  -2.68632  -4.09969  -1.32233
H  -0.87351  -3.68549  -3.54470
H  0.89237  -3.77897  -3.46470
H  -0.35570  -1.06323  -3.00644
H  -0.39448  -1.65772  -4.65980
H  2.03885  -1.90135  -4.67947
H  2.14153  -1.46269  -2.98277
H  0.78376  0.52434  -4.81900
H  2.54425  0.39521  -4.93224
H  3.37477  -0.46965  -1.11324
H  5.80085  -0.84123  -0.83460
H  7.41900  0.43624  -2.20413
H  6.60637  2.10876  -3.84157
H  4.17235  2.49789  -4.10481
H  -1.71838  -0.85053  -1.08493
H  -4.17633  -0.53323  -1.14544
H  -5.67584  -2.50767  -1.25622
H  -4.71529  -4.78902  -1.34332
H  -2.25558  -5.09620  -1.35829
O  1.72644  -3.30184  1.53695
C  1.21460  -2.20761  1.76351
O  1.74816  -1.04386  1.74508
C  -0.26973  -2.21960  2.15243
C  -0.76166  -3.33311  2.89166
C  -2.06253  -3.34579  3.27596
C  -2.90661  -2.25788  2.93224
C  -4.27584  -2.19052  3.30056
C  -5.02931  -1.10291  2.96158
C  -4.44730  -0.03246  2.23633
C  -3.13892  -0.08269  1.85339
C  -2.33822  -1.20383  2.19376
N  -1.02359  -1.20378  1.79772
H  -0.07401  -4.13837  3.11545
H  -2.46940  -4.17020  3.85247
H  -4.70963  -3.01487  3.85940
H  -6.07339  -1.05486  3.24775
H  -5.04341  0.83618  1.98012
H  -2.67874  0.72360  1.29102
C  -0.50662  1.22097  3.76318
N  0.48383  1.86135  2.91217
C  1.71074  2.07826  3.66348
C  -0.04950  3.11819  2.37040
C  -1.13892  2.89938  1.32608
C  -2.32738  3.62181  1.41993
C  -3.30671  3.49498  0.43332
C  -3.05835  2.66280  -0.65439
C  -1.85870  1.94319  -0.71148
C  -0.86039  1.98644  0.28124
H  -0.68036  1.81575  4.67549
H  -0.16377  0.22585  4.05221
H  -1.44930  1.12315  3.23376
H  1.53872  2.71862  4.54461
H  2.46165  2.54406  3.03098
H  2.10620  1.11745  4.00064
H  0.78524  3.64634  1.90298
H  -0.41667  3.76351  3.18795
H  -2.49674  4.28848  2.26278
H  -4.23564  4.05034  0.50636
H  -3.79461  2.57573  -1.44940
H  -1.70602  1.30667  -1.59289
Cl  5.52928  4.03015  -0.55961
C  4.28729  3.75434  0.69931
Cl  3.49975  5.30681  1.11070
Cl  5.10593  3.13323  2.15103
C  3.19282  2.76455  0.08608
O  3.01155  1.67212  0.69810
O  2.67027  3.19603  -0.93268

Computed properties:
E_HOMO: -4.475 eV
E: -4847.24302 hartree
frontier orbital gap: 6.7 eV
net charge: -1


[4]
C37H36Cl3IrN13O6S as an isolated structure, computed with ωB97M-V/def2-TZVPD.

Cartesian coordinates (Å):
Ir  0.24882  0.86415  0.14150
C  6.77310  -0.98960  -0.82051
C  5.43176  -0.75796  -0.20119
C  5.31056  -0.14273  1.04734
C  4.07573  0.12778  1.58077
C  2.88543  -0.20619  0.89610
N  1.66776  0.16593  1.40996
C  1.54272  0.22587  2.79642
C  2.03788  -0.81998  3.58480
C  1.86938  -0.82284  4.95232
C  1.18456  0.21092  5.58824
C  0.94966  0.19637  7.06918
C  0.68824  1.25232  4.80560
C  0.86848  1.27730  3.43386
N  0.44939  2.43226  2.71582
C  0.36443  3.68034  3.21893
C  -0.32360  4.45679  2.31960
C  -0.63037  3.59256  1.27146
N  -0.17206  2.37007  1.51423
C  3.01645  -0.82954  -0.36739
C  4.26391  -1.09423  -0.88695
N  1.89183  -1.28421  -1.10475
C  1.84891  -2.39176  -1.87831
C  0.60751  -2.45828  -2.45696
C  -0.07329  -1.34406  -1.96756
N  0.70468  -0.64400  -1.15475
H  7.51395  -1.25296  -0.06707
H  7.11391  -0.07347  -1.30954
H  6.73945  -1.77612  -1.57214
H  6.20047  0.15659  1.58549
H  3.99912  0.66193  2.51739
H  2.52020  -1.65334  3.09038
H  2.25259  -1.65049  5.53466
H  1.64528  -0.47204  7.57199
H  -0.06244  -0.15003  7.28839
H  1.05580  1.19271  7.49675
H  0.14740  2.05788  5.28541
H  0.80837  3.92592  4.16774
H  -0.55074  5.50450  2.40078
H  -1.13815  3.80183  0.34725
H  4.34089  -1.54758  -1.86553
H  2.69753  -3.04941  -1.94653
H  0.23930  -3.21146  -3.12995
H  -1.08322  -1.03191  -2.15892
N  -3.04488  1.75118  0.75763
N  -3.40384  0.50468  1.24606
C  -2.53939  -0.49101  1.51277
N  -3.12676  -1.57284  2.05488
N  -1.23498  -0.43925  1.20149
N  -0.54248  -1.57411  1.74882
O  -0.64431  -1.76039  2.94336
O  0.14119  -2.21664  0.99969
H  -3.22384  2.45417  1.46626
H  -3.58171  1.96311  -0.07485
H  -4.36004  0.35431  1.53291
H  -4.12032  -1.57388  2.20725
H  -2.59189  -2.27095  2.54054
Cl  4.58041  1.01706  -3.92182
C  3.06382  1.77700  -4.26788
C  1.92655  1.00225  -4.42786
C  0.72880  1.62413  -4.73871
C  0.64780  3.00516  -4.89328
C  -0.68489  3.66640  -5.18589
C  -1.29326  4.21257  -3.89733
N  -1.47540  3.12867  -2.93658
C  -2.39290  2.10812  -3.01033
C  -2.07431  1.24603  -2.01134
N  -0.95433  1.70824  -1.35191
C  -0.61897  2.84012  -1.94964
O  -1.63140  2.75749  -5.68914
C  -1.45816  2.36676  -7.05887
C  -1.71995  0.89920  -7.18100
C  -2.90290  0.30224  -6.86164
Cl  -4.32178  1.08972  -6.29757
S  -2.87537  -1.39607  -7.07559
C  -1.24856  -1.33668  -7.60439
C  -0.76304  -0.06727  -7.60924
C  1.80894  3.74913  -4.70535
Cl  1.75970  5.48169  -4.83326
C  3.02020  3.15301  -4.39798
H  1.98348  -0.07374  -4.32933
H  -0.16416  1.02918  -4.88729
H  -0.54701  4.51498  -5.86445
H  -2.25627  4.67674  -4.10106
H  -0.62585  4.94808  -3.45134
H  -3.16232  2.08173  -3.76281
H  -2.57515  0.33354  -1.73710
H  0.22250  3.46373  -1.70236
H  -0.44177  2.58613  -7.39343
H  -2.15601  2.94776  -7.66685
H  -0.74598  -2.24152  -7.90490
H  0.23939  0.18847  -7.92379
H  3.90906  3.75241  -4.26436
O  2.42200  3.05683  0.70372
N  2.63742  2.57754  -0.39102
O  3.57512  2.80805  -1.10593
O  1.74965  1.70261  -0.90290

Computed properties:
E_HOMO (alpha / beta): -12.567 / -12.567 eV
E: -4477.26998 hartree
frontier orbital gap (alpha / beta): 7.3 / 5.3 eV
spin multiplicity: 2
net charge: +2


[5]
C37H36ClMoN2P2S as an isolated structure in a non-equilibrium geometry, computed with ωB97M-V/def2-TZVPD.

Cartesian coordinates (Å):
Mo  0.50922  -0.02983  -0.36297
Cl  0.16483  -0.07186  -2.78005
P  -0.04320  2.41851  -0.33020
P  -0.03396  -2.41704  -0.19714
C  0.05044  3.38191  1.23291
C  -1.56457  3.10743  -1.08339
C  1.37322  3.03255  -1.31799
C  1.54459  -3.28206  -0.57603
C  -0.58356  -3.26732  1.33390
C  -1.24429  -2.96289  -1.46113
C  1.16468  4.15689  1.57216
C  1.21799  4.80615  2.80661
C  0.16749  4.66431  3.71753
C  -0.93594  3.86485  3.39733
C  -0.99462  3.23503  2.15935
H  1.99252  4.26854  0.86663
H  2.09094  5.41051  3.05634
H  0.22042  5.15244  4.69267
H  -1.74577  3.72341  4.11657
H  -1.86070  2.61261  1.91355
C  2.64713  2.51346  -1.04177
C  3.75537  2.99134  -1.74972
C  3.58442  3.97064  -2.73370
C  2.30581  4.45639  -3.03177
C  1.19362  3.97581  -2.33802
H  2.77680  1.73518  -0.27285
H  4.74961  2.59044  -1.54162
H  4.45053  4.33742  -3.29082
H  2.16679  5.20446  -3.81442
H  0.19388  4.34578  -2.57503
C  -2.01344  4.40151  -0.77643
C  -3.17771  4.90076  -1.36544
C  -3.90401  4.10805  -2.26116
C  -3.46679  2.81413  -2.56677
C  -2.30099  2.32185  -1.98461
H  -1.45994  5.02410  -0.06808
H  -3.51598  5.90685  -1.11578
H  -4.81868  4.49375  -2.71710
H  -4.03825  2.19160  -3.25754
H  -1.94425  1.32091  -2.24362
C  -1.81543  -3.92593  1.43058
C  -2.20187  -4.51520  2.63606
C  -1.37581  -4.40932  3.75808
C  -0.16167  -3.71820  3.67987
C  0.24016  -3.17497  2.46479
H  -2.46516  -4.00886  0.55239
H  -3.15175  -5.04708  2.69422
H  -1.69303  -4.83890  4.71159
H  0.46953  -3.60580  4.56410
H  1.21283  -2.67305  2.38940
C  2.52857  -2.59607  -1.29832
C  3.74704  -3.22182  -1.57861
C  3.97706  -4.53147  -1.14659
C  2.99577  -5.21951  -0.42412
C  1.78003  -4.59478  -0.13641
H  2.34569  -1.56708  -1.65584
H  4.51962  -2.68463  -2.13122
H  4.93287  -5.01424  -1.36417
H  3.17135  -6.23715  -0.07486
H  1.01998  -5.13367  0.43782
C  -1.00145  -4.08623  -2.26238
C  -1.95952  -4.48945  -3.19612
C  -3.13834  -3.75694  -3.35613
C  -3.36658  -2.60866  -2.58392
C  -2.42152  -2.21871  -1.63383
H  -0.07541  -4.65196  -2.14879
H  -1.77243  -5.37789  -3.80617
H  -3.87905  -4.06425  -4.09896
H  -4.27799  -2.02492  -2.72567
H  -2.60260  -1.32768  -1.02345
H  3.11413  -0.04848  -3.63292
H  2.38191  -0.07155  -3.84426
N  -0.96285  -0.57985  4.31634
C  0.04263  0.00594  3.65674
N  1.01422  0.56285  4.38915
S  0.06282  0.13665  1.91926
H  -0.97600  -0.64681  5.33101
H  -1.72975  -1.04573  3.83392
H  1.78694  1.05027  3.94021
H  1.01140  0.55251  5.40680

Computed properties:
E_HOMO (alpha / beta): -16.527 / -16.559 eV
E: -3149.31392 hartree
frontier orbital gap (alpha / beta): 4.5 / 6.1 eV
spin multiplicity: 3
net charge: +3